{
  "formula": "C50H43AuBF3N6O2Sb",
  "method": "wB97M-V/def2-TZVPD",
  "symbols": ["Au", "C", "C", "C", "C", "N", "N", "B", "N", "N", "C", "C", "C", "C", "C", "C", "C", "C", "C", "C", "N", "N", "C", "C", "C", "C", "C", "C", "C", "C", "C", "C", "C", "C", "C", "C", "C", "C", "H", "H", "H", "H", "H", "H", "H", "H", "H", "H", "H", "H", "H", "H", "H", "H", "H", "H", "H", "H", "H", "H", "H", "H", "H", "H", "H", "H", "F", "C", "C", "C", "C", "C", "C", "Sb", "C", "C", "C", "C", "F", "C", "C", "C", "C", "C", "C", "F", "C", "C", "H", "H", "H", "H", "H", "H", "H", "H", "H", "H", "H", "H", "C", "C", "O", "O", "H", "H", "H"],
  "coordinates": [[0.371, 1.650, 0.702], [0.362, 5.374, -3.318], [0.513, 4.901, -1.913], [0.700, 5.644, -0.761], [0.793, 4.716, 0.277], [0.655, 3.495, -0.233], [0.493, 3.598, -1.570], [0.226, 2.361, -2.453], [1.312, 1.276, -2.179], [1.697, 0.886, -0.934], [2.703, 0.010, -1.076], [2.944, -0.182, -2.442], [2.057, 0.644, -3.102], [1.901, 0.855, -4.570], [3.489, -0.563, 0.038], [3.287, -0.207, 1.370], [4.064, -0.761, 2.377], [5.075, -1.660, 2.069], [5.302, -2.002, 0.743], [4.510, -1.467, -0.259], [-1.186, 1.805, -2.216], [-1.572, 1.357, -0.995], [-2.855, 1.017, -1.108], [-3.307, 1.267, -2.415], [-2.217, 1.765, -3.089], [-2.115, 2.182, -4.518], [-3.601, 0.351, -0.026], [-4.888, -0.131, -0.262], [-5.555, -0.877, 0.699], [-4.946, -1.155, 1.915], [-3.676, -0.659, 2.169], [-3.014, 0.092, 1.209], [1.056, 4.928, 1.709], [2.052, 4.197, 2.352], [2.304, 4.398, 3.700], [1.564, 5.332, 4.412], [0.576, 6.068, 3.773], [0.324, 5.869, 2.425], [0.488, 6.454, -3.352], [-0.627, 5.136, -3.711], [1.103, 4.919, -3.974], [0.803, 6.713, -0.686], [0.323, 2.691, -3.594], [3.698, -0.796, -2.902], [2.576, 0.190, -5.105], [2.135, 1.881, -4.850], [0.881, 0.650, -4.896], [2.539, 0.525, 1.629], [3.894, -0.467, 3.405], [5.693, -2.077, 2.854], [6.097, -2.691, 0.487], [4.695, -1.757, -1.284], [-4.286, 1.098, -2.831], [-3.052, 1.960, -5.025], [-1.315, 1.654, -5.037], [-1.921, 3.251, -4.617], [-5.373, 0.064, -1.209], [-6.552, -1.244, 0.495], [-5.464, -1.742, 2.663], [-3.200, -0.856, 3.122], [-2.030, 0.481, 1.413], [2.645, 3.488, 1.786], [3.087, 3.836, 4.191], [1.764, 5.493, 5.464], [-0.001, 6.797, 4.327], [-0.455, 6.433, 1.926], [-3.261, -5.176, 4.667], [-2.563, -4.505, 3.745], [-2.746, -4.824, 2.412], [-2.025, -4.123, 1.458], [-1.150, -3.112, 1.850], [-0.963, -2.833, 3.198], [-1.674, -3.532, 4.161], [0.017, -2.139, 0.394], [-1.164, -2.043, -1.330], [-2.541, -2.251, -1.297], [-3.263, -2.271, -2.478], [-2.592, -2.047, -3.664], [-3.291, -2.042, -4.804], [-1.230, -1.809, -3.725], [-0.512, -1.805, -2.541], [1.410, -3.659, -0.080], [1.172, -4.490, -1.173], [1.995, -5.584, -1.393], [3.041, -5.812, -0.517], [3.836, -6.866, -0.730], [3.299, -4.995, 0.568], [2.473, -3.905, 0.783], [-3.437, -5.609, 2.138], [-2.151, -4.385, 0.415], [-0.259, -2.072, 3.500], [-1.548, -3.338, 5.218], [-3.064, -2.375, -0.357], [-4.333, -2.428, -2.486], [-0.757, -1.637, -4.682], [0.557, -1.623, -2.568], [0.351, -4.304, -1.852], [1.835, -6.257, -2.224], [4.131, -5.216, 1.222], [2.666, -3.253, 1.627], [-0.349, 0.342, 4.536], [-0.145, 0.834, 3.137], [0.169, 0.006, 2.193], [-0.266, 2.039, 2.861], [0.502, -0.263, 4.848], [-1.241, -0.283, 4.576], [-0.472, 1.188, 5.206]],
  "s2": 2.007,
  "charge": 1,
  "lumo_energy_ev": [-2.0, -5.4],
  "multiplicity": 3,
  "orbital_gap_ev": [8.6, 5.2]
}


{
  "formula": "C22H19N7O2PtS3",
  "method": "wB97M-V/def2-TZVPD",
  "symbols": ["Pt", "N", "C", "S", "N", "N", "C", "C", "C", "C", "C", "C", "C", "C", "C", "C", "C", "C", "N", "H", "H", "H", "H", "H", "H", "H", "H", "H", "H", "H", "N", "C", "C", "C", "C", "C", "C", "S", "O", "O", "N", "C", "S", "C", "C", "N", "H", "H", "H", "H", "H", "H", "H", "H"],
  "coordinates": [[-0.358, 0.204, -0.695], [-2.756, -2.448, 1.717], [-1.971, -1.786, 0.828], [-1.428, -0.173, 1.310], [-1.720, -2.303, -0.331], [-1.038, -1.546, -1.194], [-0.823, -1.952, -2.478], [-1.285, -3.246, -2.970], [-2.512, -3.776, -2.552], [-2.939, -5.011, -2.998], [-2.173, -5.734, -3.900], [-0.961, -5.218, -4.331], [-0.506, -4.004, -3.853], [-0.117, -1.010, -3.265], [0.105, -1.108, -4.662], [0.845, -0.161, -5.312], [1.351, 0.939, -4.593], [1.031, 1.049, -3.262], [0.321, 0.130, -2.602], [-2.718, -2.146, 2.676], [-2.916, -3.426, 1.543], [-3.134, -3.206, -1.881], [-3.879, -5.412, -2.644], [-2.516, -6.691, -4.265], [-0.356, -5.770, -5.036], [0.474, -3.655, -4.139], [-0.335, -1.928, -5.211], [1.041, -0.238, -6.370], [1.954, 1.690, -5.078], [1.361, 1.911, -2.693], [0.038, 3.541, 7.191], [0.666, 3.073, 6.065], [0.384, 1.790, 5.579], [1.061, 1.293, 4.485], [2.018, 2.072, 3.863], [2.312, 3.344, 4.323], [1.641, 3.843, 5.421], [2.872, 1.416, 2.439], [3.723, 2.455, 1.902], [3.475, 0.168, 2.782], [1.669, 1.117, 1.337], [1.221, 2.139, 0.694], [1.715, 3.818, 0.944], [0.572, 4.295, -0.268], [-0.062, 3.221, -0.798], [0.295, 2.031, -0.260], [-0.801, 3.073, 7.489], [0.088, 4.527, 7.383], [-0.371, 1.198, 6.075], [0.864, 0.306, 4.096], [3.066, 3.921, 3.811], [1.857, 4.833, 5.795], [0.457, 5.326, -0.527], [-0.803, 3.228, -1.582]],
  "charge": 0,
  "lumo_energy_ev": [-1.6, -1.6],
  "de_lowest_ev": 0.0000,
  "multiplicity": 1,
  "orbital_gap_ev": [5.6, 5.6]
}


{
  "formula": "C12H48Fe2O20S2",
  "method": "wB97M-V/def2-TZVPD",
  "symbols": ["Fe", "Fe", "S", "O", "O", "O", "O", "S", "O", "O", "O", "O", "C", "O", "H", "H", "H", "H", "C", "O", "H", "H", "H", "H", "C", "O", "H", "H", "H", "H", "C", "O", "H", "H", "H", "H", "C", "O", "H", "H", "H", "H", "C", "O", "H", "H", "H", "H", "C", "O", "H", "H", "H", "H", "C", "O", "H", "H", "H", "H", "C", "O", "H", "H", "H", "H", "C", "O", "H", "H", "H", "H", "C", "O", "H", "H", "H", "H", "C", "O", "H", "H", "H", "H"],
  "coordinates": [[1.522, 0.697, 2.018], [1.626, 1.796, -2.416], [2.665, 2.698, 0.549], [3.449, 3.814, 0.882], [2.475, 2.556, -0.949], [3.196, 1.386, 1.069], [1.359, 2.578, 1.278], [0.278, -0.211, -0.259], [1.590, -0.525, 0.370], [-0.418, -1.401, -0.670], [-0.295, 0.562, 0.857], [0.506, 0.657, -1.475], [-2.777, 1.799, -2.759], [-2.222, 2.936, -3.443], [-3.098, 2.080, -1.759], [-3.594, 1.362, -3.331], [-2.048, 0.990, -2.614], [-1.999, 2.647, -4.336], [0.065, -2.011, 2.877], [0.508, -0.674, 3.228], [0.846, -2.727, 3.127], [-0.811, -2.240, 3.482], [-0.205, -2.150, 1.836], [0.173, -0.532, 4.120], [-0.502, 3.204, 3.553], [-0.171, 1.849, 3.205], [-1.406, 3.249, 4.154], [0.374, 3.607, 4.053], [-0.666, 3.765, 2.633], [-0.934, 1.247, 3.295], [-0.916, -4.655, -0.629], [0.239, -3.993, -0.110], [-1.835, -4.388, -0.108], [-1.005, -4.504, -1.708], [-0.746, -5.723, -0.503], [0.189, -3.056, -0.331], [3.605, -3.267, 0.181], [2.632, -3.217, 1.209], [4.615, -3.385, 0.571], [3.425, -4.124, -0.473], [3.553, -2.378, -0.462], [1.877, -3.777, 0.958], [0.317, 4.539, -1.964], [0.186, 3.170, -2.426], [-0.030, 4.616, -0.932], [1.365, 4.832, -1.942], [-0.231, 5.256, -2.569], [-0.746, 3.094, -2.812], [3.050, -0.698, -3.478], [3.109, 0.504, -2.621], [2.210, -0.635, -4.159], [3.989, -0.766, -4.024], [2.965, -1.583, -2.854], [4.004, 0.566, -2.261], [-2.859, 2.465, 1.245], [-3.785, 3.338, 0.629], [-1.850, 2.753, 0.952], [-2.933, 2.453, 2.333], [-2.987, 1.454, 0.838], [-4.678, 3.053, 0.846], [-3.000, -0.556, 2.751], [-2.348, 0.266, 3.728], [-3.981, -0.150, 2.496], [-2.462, -0.685, 1.816], [-3.156, -1.551, 3.175], [-2.933, 0.275, 4.492], [4.460, -0.680, 2.831], [3.059, -0.822, 2.533], [5.067, -1.239, 2.119], [4.728, 0.367, 2.714], [4.671, -1.047, 3.832], [2.934, -1.625, 1.986], [-3.996, -1.163, -1.100], [-2.880, -1.479, -1.900], [-4.839, -0.909, -1.739], [-4.276, -2.024, -0.483], [-3.829, -0.316, -0.420], [-2.090, -1.561, -1.356], [-0.286, -1.571, -4.239], [0.425, -2.189, -3.186], [0.186, -1.840, -5.184], [-1.321, -1.912, -4.285], [-0.266, -0.467, -4.176], [-0.083, -2.076, -2.374]],
  "s2": 30.018,
  "charge": 2,
  "lumo_energy_ev": [-6.8, -9.4],
  "multiplicity": 11,
  "orbital_gap_ev": [8.1, 5.4]
}


{
  "formula": "C6H12O",
  "method": "wB97M-V/def2-TZVPD",
  "symbols": ["C", "C", "O", "C", "C", "C", "C", "H", "H", "H", "H", "H", "H", "H", "H", "H", "H", "H", "H"],
  "coordinates": [[2.705, 0.641, 0.206], [1.597, -0.258, -0.289], [0.535, -0.198, 0.649], [-0.508, -1.061, 0.391], [-1.802, -0.641, 1.037], [-2.112, -0.460, -0.414], [-1.866, 0.961, -0.874], [3.081, 0.290, 1.167], [2.330, 1.656, 0.338], [3.537, 0.665, -0.502], [1.953, -1.290, -0.392], [1.234, 0.068, -1.272], [-0.270, -2.128, 0.484], [-1.643, 0.249, 1.654], [-2.341, -1.420, 1.574], [-0.855, -1.078, -0.768], [-1.686, 1.006, -1.952], [-2.815, 1.487, -0.696], [-1.075, 1.511, -0.341]],
  "charge": 0,
  "lumo_energy_ev": 1.0,
  "de_lowest_ev": 4.4504,
  "multiplicity": 1,
  "orbital_gap_ev": 8.8
}